(1)
{"formula": "C14H23N3O3S3", "method": "the ωB97M-V functional and the def2-TZVPD basis", "gap_ev": 5.73, "species": ["C", "C", "N", "C", "C", "C", "S", "S", "C", "C", "C", "N", "N", "C", "C", "C", "S", "C", "C", "H", "H", "H", "H", "H", "H", "H", "H", "H", "H", "H", "H", "H", "H", "H", "H", "H", "H", "H", "H", "H", "H", "C", "O", "O", "O", "H"], "coordinates": [[4.796, -0.789, 1.932], [4.363, 0.671, 1.762], [3.656, 0.864, 0.487], [4.688, 0.966, -0.593], [4.323, 0.126, -1.816], [2.862, 2.025, 0.488], [3.177, 3.356, 1.371], [1.438, 2.012, -0.588], [0.042, 2.394, 0.505], [-0.837, 1.148, 0.657], [-2.266, 1.512, 1.092], [-3.133, 0.327, 1.153], [-3.237, -0.195, 2.381], [-3.971, -1.274, 2.415], [-4.648, -1.867, 1.347], [-4.529, -1.303, 0.107], [-5.354, -1.966, -1.276], [-3.690, -0.148, 0.049], [-3.457, 0.516, -1.276], [5.693, -1.013, 1.356], [5.022, -0.992, 2.978], [3.995, -1.456, 1.616], [5.269, 1.278, 1.839], [3.735, 0.908, 2.616], [4.814, 2.012, -0.883], [5.661, 0.635, -0.237], [4.110, -0.894, -1.510], [3.441, 0.566, -2.283], [5.120, 0.143, -2.557], [0.443, 2.665, 1.480], [-0.513, 3.243, 0.108], [-0.426, 0.583, 1.497], [-0.801, 0.472, -0.194], [-2.158, 1.913, 2.097], [-2.707, 2.316, 0.508], [-4.048, -1.745, 3.388], [-5.245, -2.747, 1.528], [-4.319, -2.455, -2.050], [-3.771, -0.125, -2.094], [-4.111, 1.393, -1.320], [-2.421, 0.773, -1.460], [-2.106, -2.767, -3.469], [-0.972, -3.195, -3.727], [-2.974, -3.755, -2.925], [-2.614, -1.636, -3.564], [-2.342, -4.491, -2.934]]}

=====

(2)
{"formula": "C14H23NO4", "method": "the ωB97M-V functional and the def2-TZVPD basis", "e_above_lowest_kcal_mol": 43.8, "gap_ev": 8.64, "species": ["C", "C", "C", "N", "C", "H", "H", "H", "H", "H", "O", "C", "C", "C", "C", "O", "H", "H", "H", "H", "H", "H", "C", "C", "C", "O", "H", "H", "H", "H", "H", "H", "C", "C", "C", "O", "H", "H", "H", "H", "H", "H"], "coordinates": [[2.790, -5.298, 1.177], [2.485, -3.974, 1.584], [1.289, -3.635, 0.992], [0.898, -4.685, 0.207], [1.781, -5.719, 0.355], [3.646, -5.894, 1.449], [3.033, -3.383, 2.298], [0.700, -2.735, 1.026], [-0.014, -4.737, -0.221], [1.667, -6.606, -0.246], [0.781, 1.822, -2.854], [0.765, 1.739, -1.658], [-0.434, 1.404, -0.780], [0.238, 0.938, 0.502], [1.489, 1.816, 0.476], [1.879, 1.883, -0.903], [-1.043, 2.310, -0.811], [-0.976, 0.673, -1.377], [-0.278, 1.106, 1.445], [0.520, -0.111, 0.410], [1.256, 2.829, 0.818], [2.305, 1.445, 1.093], [-0.357, -2.056, -2.416], [-1.421, -3.100, -2.158], [-2.187, -3.580, -3.355], [-1.539, -3.635, -1.076], [-0.907, -1.135, -2.634], [0.219, -2.312, -3.303], [0.269, -1.936, -1.537], [-1.658, -4.472, -3.715], [-2.107, -2.901, -4.207], [-3.222, -3.863, -3.189], [-2.465, 5.932, 2.227], [-1.152, 5.250, 1.948], [0.103, 5.902, 2.493], [-1.111, 4.232, 1.297], [-2.740, 5.993, 3.279], [-3.242, 5.398, 1.680], [-2.485, 6.960, 1.853], [0.976, 5.345, 2.157], [0.141, 5.874, 3.582], [0.110, 6.915, 2.092]]}

=====

(3)
{"formula": "C14H23OSc", "method": "the ωB97M-V functional and the def2-TZVPD basis", "e_above_lowest_kcal_mol": 1.7, "total_charge": 2, "gap_ev": [5.80, 5.61], "species": ["C", "H", "H", "H", "C", "H", "H", "C", "H", "H", "H", "C", "C", "C", "C", "C", "C", "C", "C", "C", "C", "Sc", "H", "H", "H", "H", "H", "H", "H", "H", "H", "H", "H", "H", "H", "H", "H", "O", "C"], "coordinates": [[-1.720, -0.443, 1.911], [-2.191, 0.570, 2.155], [-2.456, -1.206, 1.572], [0.168, 2.518, 0.319], [-0.701, -0.996, 2.889], [0.191, -1.269, 2.312], [-0.349, -0.293, 3.652], [-1.362, -2.224, 3.599], [-0.701, -2.755, 4.295], [-2.249, -1.897, 4.163], [-1.720, -2.930, 2.842], [1.267, 1.064, -1.199], [1.483, -0.300, -0.866], [0.275, -1.004, -1.113], [-0.689, -0.079, -1.574], [-0.075, 1.237, -1.683], [-0.703, 2.516, -2.163], [-2.105, -0.436, -1.822], [0.105, -2.482, -1.003], [2.808, -0.931, -0.586], [2.337, 2.096, -1.170], [-0.389, 0.702, 0.639], [-2.745, 0.462, -1.941], [-2.236, -1.058, -2.728], [-2.503, -1.062, -0.994], [-1.795, 2.435, -2.296], [-0.569, 3.434, -1.539], [-0.298, 2.769, -3.160], [3.174, 1.817, -0.504], [2.771, 2.231, -2.180], [1.940, 3.063, -0.833], [2.711, -1.921, -0.125], [3.389, -1.078, -1.512], [3.422, -0.314, 0.077], [-0.741, -2.763, -0.356], [-0.079, -2.967, -1.978], [0.995, -2.987, -0.593], [0.899, 3.756, 1.930], [0.443, 2.726, 1.562]]}

=====

(4)
{"formula": "C14H24BCl12F10HgNO4S2", "method": "the ωB97M-V functional and the def2-TZVPD basis", "spin_multiplicity": 2, "s2": 0.7520, "total_charge": -1, "gap_ev": [8.31, 8.37], "species": ["Hg", "B", "F", "F", "F", "F", "C", "F", "F", "F", "S", "O", "O", "N", "S", "O", "O", "C", "F", "F", "F", "Cl", "C", "C", "Cl", "H", "H", "H", "H", "Cl", "C", "C", "Cl", "H", "H", "H", "H", "Cl", "C", "C", "Cl", "H", "H", "H", "H", "Cl", "C", "C", "Cl", "H", "H", "H", "H", "Cl", "C", "C", "Cl", "H", "H", "H", "H", "Cl", "C", "C", "Cl", "H", "H", "H", "H"], "coordinates": [[1.081, -1.931, -3.176], [2.177, -0.680, -5.217], [2.635, -0.037, -6.370], [1.394, -1.764, -5.462], [3.370, -1.263, -4.762], [1.495, 0.143, -4.301], [2.226, -2.389, 0.820], [1.032, -2.421, 1.403], [3.119, -2.515, 1.764], [2.400, -3.422, -0.021], [2.458, -0.776, -0.301], [2.763, 0.374, 0.548], [3.443, -0.956, -1.345], [0.983, -0.708, -1.255], [0.225, 0.401, -0.483], [-0.198, 0.045, 0.881], [0.807, 1.749, -0.623], [-1.365, 0.433, -1.576], [-2.153, 1.450, -1.147], [-1.005, 0.516, -2.783], [-2.084, -0.729, -1.430], [-2.471, 4.024, 2.307], [-3.505, 5.003, 1.302], [-3.483, 4.488, -0.110], [-4.219, 5.606, -1.310], [-3.002, 5.968, 1.366], [-4.544, 4.945, 1.628], [-3.986, 3.527, -0.212], [-2.450, 4.362, -0.435], [4.491, 0.492, 3.593], [5.989, 0.210, 2.859], [5.902, 0.164, 1.330], [7.486, 0.427, 0.584], [6.448, -0.722, 3.188], [6.636, 0.983, 3.275], [5.387, 1.107, 1.146], [5.347, -0.633, 0.835], [-4.370, 1.509, -3.077], [-5.039, -0.025, -3.342], [-4.477, -0.749, -4.589], [-5.368, -2.276, -4.815], [-6.121, -0.022, -3.476], [-4.880, -0.669, -2.477], [-3.424, -0.970, -4.415], [-4.562, -0.159, -5.502], [-3.274, 0.696, 3.935], [-2.095, -0.179, 3.011], [-1.569, -1.405, 3.824], [-0.749, -0.959, 5.295], [-1.328, 0.574, 2.831], [-2.469, -0.405, 2.012], [-0.886, -2.038, 3.256], [-2.331, -2.120, 4.135], [0.228, -6.171, 2.327], [0.047, -5.877, 0.587], [-0.971, -6.831, -0.008], [-0.751, -6.632, -1.746], [1.030, -6.079, 0.161], [-0.061, -4.799, 0.468], [-1.973, -6.526, 0.294], [-0.806, -7.881, 0.236], [1.047, 6.382, 1.924], [1.734, 4.841, 1.411], [1.087, 3.646, 2.055], [1.611, 3.501, 3.739], [2.810, 4.827, 1.586], [1.694, 4.867, 0.322], [1.383, 2.762, 1.490], [-0.001, 3.694, 2.033]]}